Formula: C2H12NO4
Source: the Open Molecules 2025 dataset
Level of theory: ωB97M-V/def2-TZVPD

Results
Frontier orbital gap   6.70 eV
Multiplicity   1
HOMO energy   -3.13 eV
F_max   1.61 eV/A
E_tot   -439.11185 Ha
Charge   -1

Geometry (Å):
C: 0.27 -1.33 0.99
O: -0.15 -1.97 2.06
C: -0.75 -0.16 0.55
N: -0.61 0.24 -0.86
H: 1.23 -0.76 1.07
H: 0.32 -2.01 0.09
H: -1.73 -0.55 0.81
H: -0.55 0.69 1.18
H: -0.45 -0.54 -1.49
H: -1.30 0.88 -1.21
H: -2.40 -2.41 -1.45
H: -1.09 -2.49 -0.77
O: -1.57 -2.90 -1.52
H: 2.32 0.65 0.22
H: 1.15 1.01 -0.72
O: 2.02 1.31 -0.41
H: 1.61 2.95 0.15
H: 0.36 3.62 0.70
O: 1.31 3.77 0.62